1.
88
Properties=species:S:1:pos:R:3:forces:R:3:mulliken_charge:R:1 method="wB97M-V/def2-TZVPD" spin_multiplicity=1 lumo_ha=0.0170 orbital_gap_ha=0.3316 e_above_lowest_kcal_mol=0.00 total_charge=0
C 1.066 4.286 2.602 -0.1 -0.1 0.1 -1.47
C 1.183 4.997 1.299 0.3 0.8 -0.9 0.24
H 1.906 4.527 3.251 0.0 -0.2 0.1 0.42
H 0.999 3.213 2.416 0.1 0.0 0.2 0.21
H 0.155 4.588 3.128 0.0 0.0 0.0 0.25
C 1.899 6.119 1.116 -0.6 -0.4 -0.2 0.30
C 2.696 6.815 2.166 0.4 0.3 0.3 -1.52
H 1.889 6.628 0.147 0.0 -0.4 0.4 0.25
H 3.273 6.119 2.795 -0.2 0.3 -0.1 0.35
H 2.065 7.434 2.822 0.1 -0.2 -0.1 0.29
H 3.406 7.505 1.688 -0.1 -0.2 0.2 0.38
Y -0.521 -2.025 1.231 0.2 -0.3 0.5 1.17
Cl -1.895 0.120 1.552 -0.1 0.1 -0.3 -0.48
C -1.944 -1.300 -1.657 1.5 -0.8 0.3 0.16
O -0.953 -1.884 -1.129 -1.3 0.7 -0.7 -0.61
N -2.028 -0.986 -2.954 -0.1 0.1 0.5 0.36
C -0.967 -1.260 -3.912 0.1 -0.1 0.1 -0.90
C -3.097 -0.097 -3.416 0.1 0.0 0.1 -0.85
H -2.792 -0.992 -1.042 -0.1 0.0 0.0 0.31
H -0.504 -2.226 -3.718 0.0 0.1 0.2 0.25
H -0.202 -0.477 -3.924 -0.1 -0.2 0.1 0.22
H -1.422 -1.282 -4.898 0.0 -0.1 -0.1 0.45
H -3.969 -0.201 -2.744 0.4 0.2 -0.4 0.31
H -3.359 -0.416 -4.438 -0.1 0.3 0.4 0.35
H -2.717 0.949 -3.433 -0.5 -0.6 0.0 0.27
H -1.046 -7.159 -1.581 0.0 0.2 0.2 0.32
H -2.570 -8.201 0.251 0.1 0.1 0.1 0.32
C -0.328 -6.979 -0.772 0.0 0.0 0.0 -0.92
C -1.784 -7.938 0.970 -0.1 0.1 0.1 -0.90
N -1.018 -6.798 0.498 0.1 0.2 0.0 0.24
H 0.251 -6.084 -1.000 0.0 -0.2 0.1 0.23
C -0.937 -5.667 1.217 0.3 0.8 -0.2 0.15
O -0.249 -4.669 0.925 -0.5 -0.7 0.3 -0.74
H -2.239 -7.688 1.934 0.1 -0.2 -0.2 0.28
H -1.574 -5.681 2.128 0.3 0.0 -0.3 0.26
H 0.308 -7.873 -0.723 0.1 0.3 0.1 0.32
H -1.122 -8.806 1.085 -0.1 0.1 0.1 0.33
H 3.322 -2.168 4.460 0.1 -0.2 -0.3 0.33
H 2.702 -0.321 2.353 0.6 -0.1 -0.2 0.14
C 3.998 -2.620 3.719 0.0 -0.1 -0.1 -0.90
C 3.661 -0.798 2.071 -0.3 0.1 0.0 -0.73
N 3.580 -2.228 2.374 -0.5 0.2 -0.6 0.19
H 3.940 -3.712 3.793 0.2 0.2 0.1 0.33
C 2.660 -2.967 1.734 -0.3 0.2 0.9 -0.02
O 1.812 -2.545 0.922 0.9 -0.4 -0.1 -0.42
H 3.862 -0.660 0.998 0.0 0.0 0.4 0.29
H 2.683 -4.022 2.083 -0.2 0.3 -0.4 0.28
H 5.012 -2.256 3.909 -0.1 -0.3 -0.1 0.31
H 4.468 -0.379 2.680 -0.1 0.0 -0.3 0.35
O 0.913 2.990 0.065 0.1 -0.1 -0.6 -0.03
C 0.419 4.336 0.146 0.0 -0.3 -0.3 0.33
C 1.642 5.350 -1.905 -0.3 0.4 0.0 -0.02
C 0.460 5.178 -1.148 0.5 -0.1 0.3 0.36
H 2.538 4.744 -1.699 -0.6 0.4 0.0 0.72
C 1.703 6.381 -2.867 0.3 -0.7 0.2 -1.04
H -0.636 4.243 0.453 0.1 0.1 -0.1 0.29
C -0.651 5.988 -1.423 0.4 -0.1 0.1 -0.60
H 2.634 6.541 -3.434 -0.5 -0.1 0.3 0.36
C 0.611 7.214 -3.079 -0.2 -0.1 0.1 -0.43
C -0.570 7.013 -2.365 0.2 -0.4 0.1 -0.72
H -1.559 5.837 -0.829 0.3 0.1 -0.2 0.39
H 0.665 8.016 -3.806 0.1 0.0 0.1 0.38
H -1.420 7.660 -2.522 -0.1 0.1 -0.1 0.40
Si 1.019 1.800 -1.113 0.0 1.2 0.8 -0.36
Cl 0.825 -1.317 3.479 -0.8 -0.3 -0.1 -0.58
C 2.662 1.980 -1.951 0.3 -0.1 -0.3 -1.14
C -0.331 2.017 -2.384 -0.2 0.0 -0.2 -0.68
C 0.978 0.155 -0.246 -0.6 -0.3 0.2 0.89
H 2.777 2.939 -2.463 0.0 -0.2 0.1 0.43
H 2.786 1.196 -2.707 0.1 0.0 0.1 0.40
H 3.466 1.871 -1.216 0.0 0.0 -0.1 0.28
H 1.588 0.083 0.673 -0.2 0.3 -0.6 -0.35
H 1.279 -0.624 -0.967 -0.1 0.2 0.4 0.54
H -0.098 0.020 0.049 1.0 0.4 -0.4 -1.14
H -0.265 2.980 -2.905 0.1 -0.1 0.2 0.46
H -1.336 1.943 -1.960 0.0 0.0 0.1 0.33
H -0.247 1.254 -3.159 0.0 0.0 0.0 0.09
O -3.060 -4.120 -0.840 0.0 0.2 0.2 -0.66
C -3.406 -3.768 0.275 0.1 0.1 0.8 -0.05
C -4.768 -4.112 0.907 0.2 -0.1 -0.6 -0.45
C -4.705 -3.525 2.291 0.2 0.3 0.6 -0.61
C -3.311 -2.888 2.382 -0.1 0.0 0.3 0.11
O -2.830 -2.352 3.376 -0.2 -0.7 -1.0 -0.62
N -2.649 -3.049 1.186 -0.1 -0.2 -0.3 0.95
H -5.551 -3.682 0.280 0.0 -0.1 0.0 0.25
H -4.901 -5.196 0.909 0.0 0.1 -0.1 0.21
H -5.452 -2.750 2.465 0.0 -0.1 0.2 0.28
H -4.778 -4.283 3.075 -0.1 0.2 0.0 0.27

***

2.
12
Properties=species:S:1:pos:R:3:forces:R:3:mulliken_charge:R:1 method="wB97M-V/def2-TZVPD" spin_multiplicity=1 smiles="Nc1nncc(=O)nn1" lumo_ha=-0.0730 orbital_gap_ha=0.2692 e_above_lowest_kcal_mol=129.62 total_charge=0
N -0.036 2.684 -0.709 2.6 1.2 1.1 -0.52
C 0.289 1.356 -0.478 -1.0 -1.6 1.1 0.57
N 0.992 1.057 0.555 1.8 0.6 1.1 -0.37
N 1.523 -0.207 0.910 -3.4 0.9 -1.9 -0.35
C 0.736 -1.206 0.729 1.0 -3.8 -0.5 0.04
C -0.703 -1.616 0.291 -2.5 4.1 3.8 0.50
O -1.522 -2.262 1.022 4.0 2.7 -4.7 -0.45
N -0.936 -0.688 -0.951 1.3 0.5 -0.9 -0.18
N -0.354 0.431 -1.323 -2.1 -3.2 0.7 -0.22
H 0.109 3.016 -1.777 -0.1 -0.8 3.7 0.31
H 0.577 3.113 0.271 -2.1 -0.7 -4.4 0.36
H 1.241 -2.169 0.714 0.6 -0.1 1.0 0.32

***

3.
76
Properties=species:S:1:pos:R:3:forces:R:3:mulliken_charge:R:1 method="wB97M-V/def2-TZVPD" spin_multiplicity=1 lumo_ha=-0.0953 orbital_gap_ha=0.3481 total_charge=+1
C 2.928 2.410 1.589 0.0 0.2 0.0 -0.71
O 2.694 2.046 2.933 -0.3 -0.1 -0.1 -0.40
C 3.358 0.852 3.324 0.1 0.1 0.1 -0.70
C 2.740 -0.421 2.775 -0.1 -0.2 0.1 -0.72
C 1.414 -0.824 3.431 0.1 -0.2 -0.3 -1.08
C 0.346 0.243 3.417 -0.7 0.5 -0.3 1.06
C -0.912 0.030 4.270 0.8 0.1 -0.1 -0.67
C -1.755 1.206 3.827 -0.5 0.1 0.4 -0.64
N -1.528 1.280 2.332 0.2 -0.1 -0.2 0.17
C -0.297 0.445 2.048 0.2 -0.4 -0.1 -1.00
H 2.177 3.148 1.312 0.0 0.1 0.0 0.19
H 2.845 1.568 0.899 0.0 0.0 0.0 0.29
H 3.908 2.875 1.467 0.1 -0.1 0.0 0.38
H 4.416 0.917 3.057 0.1 0.0 -0.1 0.43
H 3.309 0.826 4.414 0.0 0.1 0.1 0.38
H 3.449 -1.230 2.959 0.1 0.0 0.0 0.41
H 2.634 -0.378 1.690 0.0 0.1 0.0 0.30
H 1.608 -1.156 4.452 0.0 0.1 0.1 0.40
H 1.027 -1.694 2.890 0.0 -0.1 0.1 0.29
H 0.724 1.219 3.726 0.4 -0.1 0.0 0.20
H -0.610 0.068 5.313 -0.5 0.0 0.2 0.49
H -1.411 -0.905 4.029 0.1 -0.2 0.2 0.10
H -1.421 2.136 4.278 0.1 0.1 -0.1 0.40
H -2.820 1.104 4.010 -0.1 0.0 -0.1 0.35
H -1.389 2.233 2.005 0.0 0.1 0.2 0.42
H -2.362 0.922 1.847 -0.2 -0.1 0.1 0.25
H 0.329 0.905 1.289 0.0 0.3 0.0 0.29
H -0.636 -0.517 1.665 -0.1 0.0 -0.1 0.28
C -0.505 -4.235 4.449 0.0 0.1 0.2 -0.28
O -0.023 -5.514 4.054 0.0 0.0 -0.1 -0.33
C 0.173 -5.611 2.735 0.0 0.0 0.0 0.82
O -0.022 -4.720 1.942 0.0 0.0 0.0 -0.55
O 0.610 -6.826 2.460 0.0 0.0 0.0 -0.34
C 0.863 -7.079 1.071 0.0 -0.1 0.0 -0.62
H -0.634 -4.265 5.527 0.0 -0.1 0.0 0.35
H 0.217 -3.463 4.188 0.0 0.0 0.0 -0.01
H -1.462 -4.022 3.973 0.0 0.0 0.0 0.16
H 1.629 -6.405 0.695 0.0 0.0 0.0 0.29
H -0.050 -6.962 0.491 0.0 0.0 0.0 0.30
H 1.209 -8.106 1.022 0.0 0.0 0.0 0.22
C 0.995 2.650 -2.409 -0.1 0.0 0.1 -0.71
O 2.354 2.305 -2.119 0.0 0.0 0.1 -0.22
C 3.041 1.898 -3.194 -0.1 0.0 0.1 0.74
O 2.585 1.809 -4.302 0.1 0.0 -0.1 -0.53
O 4.280 1.615 -2.819 0.0 0.0 0.0 -0.30
C 5.135 1.171 -3.884 0.1 0.0 0.0 -0.65
H 0.566 2.965 -1.461 0.0 0.0 0.0 0.12
H 0.947 3.468 -3.124 0.0 0.0 0.0 0.36
H 0.454 1.793 -2.807 0.0 0.0 0.0 0.36
H 5.226 1.943 -4.644 0.0 0.0 0.0 0.30
H 4.744 0.260 -4.330 0.0 0.0 0.0 0.30
H 6.099 0.982 -3.424 0.0 0.0 0.0 0.22
C -6.848 1.000 1.737 -0.1 0.1 0.0 -0.64
O -6.350 -0.341 1.896 0.1 0.1 0.0 -0.35
C -5.046 -0.466 1.909 -0.2 -0.4 0.1 0.80
O -4.235 0.438 1.811 0.0 0.2 0.0 -0.74
O -4.724 -1.753 2.062 0.0 0.5 -0.2 -0.34
C -3.315 -1.935 2.007 0.4 -0.1 -0.1 -0.18
H -7.928 0.909 1.748 0.0 0.0 0.0 0.24
H -6.515 1.627 2.559 0.0 0.0 0.0 0.31
H -6.515 1.416 0.789 0.0 0.0 0.0 0.29
H -2.860 -1.307 2.769 0.1 -0.2 0.0 -0.17
H -2.934 -1.636 1.030 0.0 -0.1 0.0 0.30
H -3.079 -2.980 2.176 -0.2 0.0 0.1 0.30
C 1.852 2.685 -7.156 0.1 0.0 0.0 -0.59
O 1.063 2.719 -8.352 0.0 0.0 0.0 -0.32
C -0.235 2.511 -8.157 0.0 0.0 0.0 0.79
O -0.769 2.317 -7.093 0.0 0.0 0.0 -0.56
O -0.848 2.555 -9.336 0.0 0.0 0.0 -0.33
C -2.262 2.347 -9.280 0.0 0.0 -0.1 -0.63
H 2.873 2.881 -7.470 0.0 0.0 0.0 0.27
H 1.522 3.451 -6.459 0.0 0.0 0.0 0.28
H 1.789 1.712 -6.678 -0.1 0.0 0.0 0.31
H -2.738 3.115 -8.674 0.0 0.0 0.0 0.29
H -2.488 1.365 -8.869 0.0 0.0 0.0 0.29
H -2.608 2.413 -10.306 0.0 0.0 0.0 0.21